#i
Computed, not measured: C4H6F2O in the gas phase, with wB97M-V/def2-TZVPD.

Structure (XYZ):
```
13
Properties=species:S:1:pos:R:3:nbo_charge:R:1
C -0.139 -0.948 -1.108 -0.6393
C -0.012 0.227 -0.086 0.1737
C 1.293 0.290 0.590 -0.6395
O -0.640 1.488 -0.346 -0.4748
C -1.229 0.641 0.631 0.8574
F -1.303 1.123 1.874 -0.3081
F -2.475 0.098 0.353 -0.3306
H 0.487 -0.465 -1.949 0.2184
H -1.094 -1.203 -1.466 0.2326
H 0.189 -1.910 -0.850 0.2259
H 1.247 0.601 1.609 0.2333
H 2.067 0.879 0.152 0.2336
H 1.611 -0.822 0.596 0.2174
```

Calculated values
Charge   0
Highest occupied orbital energy   -10.9 eV
2S+1   1
SMILES   CC1(C)OC1(F)F
LUMO energy   0.85 eV

#ii
Computed, not measured: C4H6F2O in the gas phase, with wB97M-V/def2-TZVPD.

Structure (XYZ):
```
13
Properties=species:S:1:pos:R:3:nbo_charge:R:1
C 2.530 -0.065 0.364 -0.3237
C 1.421 0.616 0.006 -0.2906
C 0.127 -0.142 0.156 0.8962
F 0.100 -1.151 -0.725 -0.3354
F 0.078 -0.710 1.330 -0.3126
O -1.166 0.779 -0.120 -0.5546
C -2.376 0.139 -0.303 -0.2522
H 3.497 0.421 0.355 0.2132
H 2.363 -1.066 0.740 0.2059
H 1.539 1.432 -0.670 0.2305
H -2.233 -0.587 -1.107 0.1659
H -3.130 0.838 -0.448 0.1936
H -2.749 -0.502 0.424 0.1638
```

Calculated values
Charge   0
Highest occupied orbital energy   -10.3 eV
2S+1   1
SMILES   C=CC(F)(F)OC
LUMO energy   0.99 eV

Among the structures shown above, #i is the most stable, with the second-best lying 0.0251 hartree higher.